(1)
This record from the Open Molecules 2025 dataset describes a 13-piece molecular cluster, C39H84N6O27 overall. The level of theory is ωB97M-V with the def2-TZVPD basis set.

## Properties
Max |F| (eV Å⁻¹): 3.6
Net charge: 0
HOMO-LUMO gap (eV): 9.539
Multiplicity: 1
HOMO (eV): -9.2

Bonds (Å) are listed after each position.
Positions of all 156 atoms, in Å:
1 C 2.66 2.40 0.08  O2 1.480, H7 1.064, H8 1.052, H9 1.076
2 O 3.63 3.33 0.69  C1 1.480, C3 1.295
3 C 3.22 4.07 1.67  O2 1.295, O4 1.242, O5 1.308
4 O 2.09 4.01 2.18  C3 1.242
5 O 4.17 4.85 2.12  C3 1.308, C6 1.470
6 C 3.87 5.56 3.37  O5 1.470, H10 1.081, H11 1.108, H12 1.070
7 H 3.23 1.74 -0.53  C1 1.064
8 H 1.96 2.95 -0.50  C1 1.052
9 H 2.14 1.84 0.84  C1 1.076
10 H 3.05 6.23 3.18  C6 1.081
11 H 4.81 6.09 3.62  C6 1.108
12 H 3.57 4.88 4.14  C6 1.070
13 C 6.12 -1.09 0.63  O14 1.444, H19 1.078, H20 1.073, H21 1.128
14 O 5.24 -2.21 0.86  C13 1.444, C15 1.300
15 C 4.68 -2.28 2.03  O14 1.300, O16 1.232, O17 1.319
16 O 4.99 -1.56 2.98  C15 1.232
17 O 3.76 -3.22 2.01  C15 1.319, C18 1.436
18 C 2.70 -3.06 2.97  O17 1.436, H22 1.070, H23 1.104, H24 1.091
19 H 6.48 -1.13 -0.39  C13 1.078
20 H 6.89 -1.30 1.34  C13 1.073
21 H 5.50 -0.16 0.77  C13 1.128
22 H 1.83 -3.08 2.34  C18 1.070
23 H 2.88 -2.11 3.49  C18 1.104
24 H 2.56 -3.83 3.73  C18 1.091
25 C 3.58 -6.87 0.39  O26 1.414, H31 1.071, H32 1.100, H33 1.084
26 O 2.93 -5.71 -0.09  C25 1.414, C27 1.322
27 C 3.67 -4.88 -0.79  O26 1.322, O28 1.210, O29 1.334
28 O 4.83 -4.98 -1.11  C27 1.210
29 O 2.84 -3.93 -1.24  C27 1.334, C30 1.438
30 C 3.41 -2.99 -2.18  O29 1.438, H34 1.096, H35 1.103, H36 1.134
31 H 2.94 -7.68 0.12  C25 1.071
32 H 3.71 -6.89 1.48  C25 1.100
33 H 4.55 -7.11 -0.03  C25 1.084
34 H 3.17 -3.36 -3.18  C30 1.096
35 H 4.47 -2.77 -1.97  C30 1.103
36 H 2.80 -2.04 -2.04  C30 1.134
37 C -4.92 -0.21 -1.78  O38 1.417, H43 1.070, H44 1.107, H45 1.122
38 O -4.57 -1.49 -1.29  C37 1.417, C39 1.357
39 C -5.38 -2.01 -0.34  O38 1.357, O40 1.248, O41 1.347
40 O -6.38 -1.38 0.06  C39 1.248
41 O -4.93 -3.22 0.06  C39 1.347, C42 1.470
42 C -6.05 -3.99 0.62  O41 1.470, H46 1.107, H47 1.054, H48 1.050
43 H -4.15 -0.15 -2.51  C37 1.070
44 H -4.73 0.60 -1.04  C37 1.107
45 H -5.95 -0.22 -2.22  C37 1.122
46 H -6.78 -4.17 -0.20  C42 1.107
47 H -6.54 -3.49 1.41  C42 1.054
48 H -5.62 -4.92 0.88  C42 1.050
49 C 4.07 1.83 4.01  O50 1.441, H55 1.017, H56 1.135, H57 1.110
50 O 2.85 2.20 4.68  C49 1.441, C51 1.331
51 C 1.74 1.91 4.00  O50 1.331, O52 1.246, O53 1.287
52 O 1.80 1.21 2.97  C51 1.246
53 O 0.70 2.35 4.61  C51 1.287, C54 1.474
54 C -0.54 2.06 3.86  O53 1.474, H58 1.075, H59 1.092, H60 1.102
55 H 4.11 0.84 3.75  C49 1.017
56 H 4.85 1.96 4.82  C49 1.135
57 H 4.32 2.29 3.03  C49 1.110
58 H -0.30 2.17 2.82  C54 1.075
59 H -1.33 2.73 4.23  C54 1.092
60 H -0.91 1.06 4.13  C54 1.102
61 C -0.70 -1.85 -3.96  O62 1.439, H67 1.105, H68 1.092, H69 1.104
62 O -1.85 -2.18 -4.75  C61 1.439, C63 1.329
63 C -2.78 -2.90 -4.13  O62 1.329, O64 1.211, O65 1.386
64 O -2.72 -3.32 -3.00  C63 1.211
65 O -3.78 -3.23 -5.04  C63 1.386, C66 1.389
66 C -4.73 -4.02 -4.41  O65 1.389, H70 1.072, H71 1.119, H72 1.055
67 H -0.66 -2.66 -3.21  C61 1.105
68 H -0.79 -0.84 -3.54  C61 1.092
69 H 0.15 -1.80 -4.65  C61 1.104
70 H -5.31 -4.35 -5.24  C66 1.072
71 H -5.29 -3.51 -3.58  C66 1.119
72 H -4.29 -4.90 -4.03  C66 1.055
73 C -0.74 4.41 0.50  O74 1.423, H79 1.075, H80 1.113, H81 1.046
74 O -1.68 5.41 0.13  C73 1.423, C75 1.365
75 C -2.16 5.28 -1.14  O74 1.365, O76 1.184, O77 1.313
76 O -1.82 4.51 -1.98  C75 1.184
77 O -3.05 6.23 -1.23  C75 1.313, C78 1.415
78 C -3.99 6.23 -2.30  O77 1.415, H82 1.103, H83 1.142, H84 1.118
79 H -1.28 3.53 0.82  C73 1.075
80 H -0.17 4.82 1.37  C73 1.113
81 H 0.00 4.26 -0.23  C73 1.046
82 H -4.86 5.59 -2.07  C78 1.103
83 H -3.39 5.87 -3.20  C78 1.142
84 H -4.31 7.29 -2.41  C78 1.118
85 C -4.74 4.27 1.83  C86 1.532, H90 1.093, H91 1.067, H92 1.120
86 C -4.38 2.78 1.90  C85 1.532, O87 1.241, N88 1.312
87 O -3.33 2.49 1.32  C86 1.241
88 N -5.26 1.96 2.44  C86 1.312, C89 1.473, H93 1.008
89 C -5.23 0.49 2.49  N88 1.473, H94 1.058, H95 1.083, H96 1.121
90 H -4.08 4.93 2.40  C85 1.093
91 H -5.71 4.56 2.16  C85 1.067
92 H -4.63 4.64 0.78  C85 1.120
93 H -6.07 2.40 2.83  N88 1.008
94 H -5.42 0.23 3.50  C89 1.058
95 H -4.24 0.12 2.27  C89 1.083
96 H -6.04 0.11 1.81  C89 1.121
97 C -1.75 -3.13 0.22  C98 1.488, H102 1.114, H103 1.067, H104 1.114
98 C -0.57 -3.81 0.84  C97 1.488, O99 1.230, N100 1.337
99 O -0.12 -3.39 1.90  C98 1.230
100 N -0.12 -4.87 0.17  C98 1.337, C101 1.471, H105 1.026
101 C -0.47 -5.31 -1.19  N100 1.471, H106 1.104, H107 1.081, H108 1.095
102 H -1.42 -2.48 -0.62  C97 1.114
103 H -2.18 -2.49 0.96  C97 1.067
104 H -2.54 -3.75 -0.26  C97 1.114
105 H 0.72 -5.33 0.56  N100 1.026
106 H -1.55 -5.41 -1.40  C101 1.104
107 H -0.01 -6.29 -1.24  C101 1.081
108 H -0.03 -4.71 -1.99  C101 1.095
109 C 2.48 -0.67 0.32  C110 1.549, H114 1.075, H115 1.085, H116 1.078
110 C 1.21 -0.12 -0.40  C109 1.549, O111 1.256, N112 1.335
111 O 1.08 -0.14 -1.65  C110 1.256
112 N 0.29 0.34 0.45  C110 1.335, C113 1.463, H117 0.976
113 C -0.99 0.78 -0.10  N112 1.463, H118 1.120, H119 1.054, H120 1.111
114 H 2.47 -0.45 1.37  C109 1.075
115 H 3.35 -0.29 -0.21  C109 1.085
116 H 2.53 -1.74 0.28  C109 1.078
117 H 0.50 0.52 1.39  N112 0.976
118 H -1.54 -0.05 -0.62  C113 1.120
119 H -0.77 1.48 -0.86  C113 1.054
120 H -1.65 1.18 0.71  C113 1.111
121 C 4.77 3.32 -2.56  C122 1.523, H126 1.088, H127 1.107, H128 1.092
122 C 4.56 1.84 -2.87  C121 1.523, O123 1.211, N124 1.334
123 O 5.02 0.95 -2.19  C122 1.211
124 N 3.88 1.57 -3.98  C122 1.334, C125 1.460, H129 1.018
125 C 3.64 0.15 -4.23  N124 1.460, H130 1.140, H131 1.044, H132 1.065
126 H 4.49 4.03 -3.33  C121 1.088
127 H 5.86 3.48 -2.48  C121 1.107
128 H 4.40 3.50 -1.54  C121 1.092
129 H 3.41 2.32 -4.47  N124 1.018
130 H 3.14 -0.02 -5.24  C125 1.140
131 H 3.08 -0.19 -3.42  C125 1.044
132 H 4.58 -0.35 -4.21  C125 1.065
133 C -1.51 1.79 -4.47  C134 1.529, H138 1.058, H139 1.079, H140 1.087
134 C -0.06 2.28 -4.46  C133 1.529, O135 1.245, N136 1.390
135 O 0.74 2.15 -5.41  C134 1.245
136 N 0.17 3.12 -3.38  C134 1.390, C137 1.442, H141 0.997
137 C 1.23 4.09 -3.49  N136 1.442, H142 1.091, H143 1.083, H144 1.107
138 H -1.53 0.73 -4.55  C133 1.058
139 H -1.98 2.18 -5.36  C133 1.079
140 H -1.97 2.22 -3.59  C133 1.087
141 H -0.56 3.32 -2.73  N136 0.997
142 H 1.43 4.30 -4.54  C137 1.091
143 H 2.16 3.78 -3.02  C137 1.083
144 H 0.97 5.03 -2.97  C137 1.107
145 C 0.12 -1.78 5.09  C146 1.532, H150 1.097, H151 1.050, H152 1.122
146 C -1.36 -1.52 4.78  C145 1.532, O147 1.224, N148 1.357
147 O -2.00 -0.59 5.26  C146 1.224
148 N -1.99 -2.42 3.98  C146 1.357, C149 1.438, H153 0.984
149 C -3.35 -2.31 3.53  N148 1.438, H154 1.057, H155 1.089, H156 1.074
150 H 0.55 -0.90 5.59  C145 1.097
151 H 0.62 -1.92 4.18  C145 1.050
152 H 0.10 -2.72 5.70  C145 1.122
153 H -1.41 -3.05 3.50  N148 0.984
154 H -3.91 -3.02 4.08  C149 1.057
155 H -3.49 -2.40 2.45  C149 1.089
156 H -3.67 -1.30 3.66  C149 1.074

(2)
This record from the Open Molecules 2025 dataset describes a 2-piece molecular cluster, C5H12NO overall. The level of theory is ωB97M-V with the def2-TZVPD basis set.

## Properties
Max |F| (eV Å⁻¹): 5.1
ΔE to the lowest compared entry with this formula, charge and spin (kcal/mol): 64.78
Net charge: +1
HOMO-LUMO gap (spin up / spin down) (eV): 6.771 / 10.373
Multiplicity: 3
HOMO (spin up / spin down) (eV): -9.7 / -15.8
<S²>: 2.01

Bonds (Å) are listed after each position.
Positions of all 19 atoms, in Å:
1 C 2.67 0.06 0.27  C2 1.398, N6 1.428, H8 1.099, H9 1.072
2 C 1.86 0.87 -0.52  C1 1.398, N6 1.479, H10 1.078, H11 1.142
3 C -2.70 -0.49 -0.08  C5 1.483, H12 1.109, H13 1.103, H14 1.005
4 C 0.41 -1.07 0.41  N6 1.450, H15 1.060, H16 1.007
5 C -1.44 0.27 0.07  C3 1.483, O7 1.348, H17 1.028
6 N 1.28 0.08 0.58  C1 1.428, C2 1.479, C4 1.450, H18 1.002
7 O -1.09 1.17 -0.87  C5 1.348, H19 0.969
8 H 2.86 -0.94 -0.14  C1 1.099
9 H 3.36 0.47 0.99  C1 1.072
10 H 1.69 1.94 -0.42  C2 1.078
11 H 1.43 0.44 -1.49  C2 1.142
12 H -3.39 0.37 0.00  C3 1.109
13 H -2.85 -1.10 0.82  C3 1.103
14 H -2.92 -0.87 -0.98  C3 1.005
15 H 0.65 -1.59 -0.48  C4 1.060
16 H 0.12 -1.60 1.22  C4 1.007
17 H -1.36 0.56 1.06  C5 1.028
18 H 0.84 0.69 1.24  N6 1.002
19 H -1.43 0.76 -1.67  O7 0.969

(3)
This record from the Open Molecules 2025 dataset describes one molecule with the formula C4H6N2O. The level of theory is ωB97M-V with the def2-TZVPD basis set.

## Properties
Max |F| (eV Å⁻¹): 0.4
Structure (SMILES): Cc1ncc(O)[nH]1
ΔE to the lowest compared entry with this formula, charge and spin (kcal/mol): 15.61
Net charge: 0
HOMO-LUMO gap (eV): 8.682
Multiplicity: 1
HOMO (eV): -8.0

Bonds (Å) are listed after each position.
Positions of all 13 atoms, in Å:
1 C 2.19 -0.19 0.09  C2 1.501, H8 1.097, H9 1.100, H10 1.098
2 C 0.73 0.00 -0.20  C1 1.501, N3 1.305, N7 1.381
3 N 0.13 -0.68 -1.14  C2 1.305, C4 1.379
4 C -1.23 -0.52 -0.94  N3 1.379, C5 1.366, H11 1.084
5 C -1.44 0.28 0.14  C4 1.366, O6 1.358, N7 1.373
6 O -2.53 0.73 0.81  C5 1.358, H12 0.965
7 N -0.20 0.62 0.61  C2 1.381, C5 1.373, H13 1.012
8 H 2.76 -0.10 -0.84  C1 1.097
9 H 2.30 -1.22 0.45  C1 1.100
10 H 2.59 0.49 0.85  C1 1.098
11 H -1.94 -1.06 -1.56  C4 1.084
12 H -3.31 0.47 0.31  O6 0.965
13 H -0.04 1.19 1.44  N7 1.012

Number 1: calculated total energy -106029.74817 eV. Number 2: calculated total energy -8903.37636 eV. Number 3: calculated total energy -9272.82506 eV.